Entry 1:
# CH3FO2S

A single CH3FO2S molecule in a non-equilibrium geometry (the ωB97M-V functional and the def2-TZVPD basis, the OMol25 dataset).

Structure (XYZ):
```
8
Properties=species:S:1:pos:R:3
C 0.280 0.937 -0.303
O 0.897 -1.596 0.184
O -1.447 -1.214 -0.411
F 0.179 0.897 -1.593
S -0.270 -0.745 0.249
H -0.281 1.722 0.168
H 1.303 0.829 0.024
H -0.661 -0.830 1.681
```

Summary:
SMILES	O=[SH](=O)CF
LUMO level	0.0119	Ha
energy above the lowest of the compared OMol25 structures with the same formula, charge and spin	144.6	kJ/mol

Entry 2:
# C34H49BCl45N2O4

A molecular structure, C34H49BCl45N2O4 in a non-equilibrium geometry (the ωB97M-V functional and the def2-TZVPD basis, the OMol25 dataset).

Structure (XYZ):
```
135
Properties=species:S:1:pos:R:3
C 4.448 -2.736 4.297
N 4.536 -1.721 3.269
C 4.359 -2.237 1.915
C 2.873 -2.309 1.424
O 2.762 -3.643 0.887
O 2.579 -1.453 0.376
B 1.925 -0.163 0.837
C 0.425 0.177 0.255
C -0.527 0.615 1.390
C -1.792 1.294 0.840
C -2.680 0.310 0.074
C -2.602 1.726 2.088
C 3.036 0.993 0.540
C 2.916 1.915 -0.486
C 3.862 2.874 -0.668
N 4.983 3.056 0.011
C 5.078 2.139 0.960
C 4.194 1.163 1.272
O 1.725 -0.512 2.273
C 1.798 -1.908 2.450
C 0.469 -2.668 2.455
C -0.148 -3.027 1.080
C -0.437 -4.540 0.893
C 0.339 -5.254 -0.244
O 0.384 -4.542 -1.461
C 1.702 -4.298 -1.907
H 3.675 -3.468 4.092
H 5.425 -3.215 4.473
H 4.153 -2.247 5.230
H 5.371 -1.158 3.363
H 4.946 -1.702 1.173
H 4.739 -3.267 1.911
H 2.530 -4.182 1.655
H -0.056 -0.652 -0.274
H 0.410 1.022 -0.444
H -0.038 1.383 1.994
H -0.880 -0.228 1.982
H -1.560 2.189 0.260
H -2.407 0.233 -0.972
H -2.631 -0.645 0.598
H -3.708 0.679 0.152
H -3.501 2.285 1.835
H -1.967 2.257 2.798
H -2.893 0.797 2.590
H 2.053 1.901 -1.150
H 3.689 3.592 -1.468
H 5.983 2.196 1.566
H 4.397 0.511 2.107
H 2.117 -1.947 3.500
H 0.631 -3.607 3.001
H -0.206 -2.093 3.070
H -1.107 -2.511 0.995
H 0.447 -2.677 0.244
H -0.162 -5.043 1.823
H -1.493 -4.730 0.721
H 1.319 -5.576 0.101
H -0.204 -6.199 -0.461
H 2.398 -5.094 -1.631
H 2.127 -3.383 -1.493
H 1.755 -4.207 -2.990
C -0.048 1.966 -4.268
Cl -1.633 1.544 -3.611
Cl -0.157 3.416 -5.279
Cl 1.127 2.212 -2.966
H 0.286 1.151 -4.896
C 0.435 -0.120 5.443
Cl 1.237 -0.937 6.793
Cl -0.892 -1.132 4.884
Cl -0.120 1.493 5.904
H 1.146 -0.019 4.623
C -4.621 -2.867 -3.005
Cl -5.484 -2.686 -1.475
Cl -5.113 -1.610 -4.147
Cl -2.880 -2.827 -2.754
H -4.883 -3.828 -3.427
C -2.878 -7.803 1.235
Cl -3.551 -7.240 2.767
Cl -3.334 -6.717 -0.078
Cl -1.124 -7.955 1.343
H -3.288 -8.778 1.024
C -4.835 -9.566 -2.468
Cl -4.095 -10.103 -0.957
Cl -5.850 -10.842 -3.143
Cl -5.768 -8.093 -2.223
H -4.044 -9.353 -3.174
C -1.800 6.412 -7.613
Cl -0.038 6.535 -7.641
Cl -2.527 7.664 -8.624
Cl -2.321 4.810 -8.121
H -2.133 6.567 -6.593
C 1.931 3.632 4.008
Cl 2.461 3.850 5.685
Cl 1.789 5.195 3.199
Cl 3.053 2.605 3.108
H 0.953 3.166 4.021
C 7.972 -1.577 5.222
Cl 7.299 -1.022 6.756
Cl 7.433 -0.548 3.895
Cl 9.735 -1.623 5.298
H 7.615 -2.581 5.038
C 5.765 5.712 2.185
Cl 6.893 6.512 1.086
Cl 6.599 5.170 3.645
Cl 4.423 6.783 2.596
H 5.362 4.839 1.678
C -1.599 9.380 -5.201
Cl -2.002 10.749 -6.235
Cl -0.555 9.885 -3.875
Cl -3.066 8.613 -4.582
H -1.061 8.653 -5.798
C -6.010 11.388 -5.323
Cl -5.619 10.132 -6.498
Cl -4.802 12.675 -5.356
Cl -7.623 12.041 -5.627
H -6.005 10.944 -4.337
C 4.553 -1.881 8.679
Cl 3.105 -1.676 9.674
Cl 4.805 -0.496 7.633
Cl 5.970 -2.161 9.700
H 4.410 -2.754 8.054
C -0.355 -2.006 -5.848
Cl 0.223 -2.000 -4.195
Cl -0.571 -0.358 -6.440
Cl 0.753 -2.891 -6.903
H -1.314 -2.508 -5.866
C -6.515 2.951 -0.335
Cl -5.180 2.427 -1.356
Cl -6.488 2.107 1.214
Cl -6.469 4.701 -0.091
H -7.441 2.705 -0.837
C -8.658 -1.722 -6.132
Cl -7.323 -2.033 -7.245
Cl -8.551 -2.769 -4.718
Cl -8.683 -0.025 -5.651
H -9.583 -1.942 -6.647
```

Summary:
LUMO level	0.0488	Ha
net charge	-1
energy above the lowest of the compared OMol25 structures with the same formula, charge and spin	97.1	kJ/mol

Entry 3:
# C4H5NO

A single C4H5NO molecule (the ωB97M-V functional and the def2-TZVPD basis, the OMol25 dataset).

Structure (XYZ):
```
11
Properties=species:S:1:pos:R:3
C 0.701 0.041 1.138
C -0.018 -0.034 -0.180
N 0.456 -0.463 -1.291
O 1.764 -0.886 -1.186
C -1.386 0.411 -0.242
C -2.530 0.787 -0.267
H 1.754 -0.218 1.025
H 0.613 1.052 1.549
H 0.237 -0.646 1.855
H 1.954 -1.158 -2.092
H -3.545 1.114 -0.308
```

Summary:
SMILES	C#C/C(C)=N/O
LUMO level	0.0335	Ha
energy above the lowest of the compared OMol25 structures with the same formula, charge and spin	331.1	kJ/mol

Entry 4:
# C39H38F3Ge2N2O3RhS2Te

A molecular structure, C39H38F3Ge2N2O3RhS2Te in a non-equilibrium geometry (the ωB97M-V functional and the def2-TZVPD basis, the OMol25 dataset).

Structure (XYZ):
```
91
Properties=species:S:1:pos:R:3
Rh 0.056 -0.473 1.045
F -1.767 -4.631 3.270
C -2.054 -3.831 4.303
F -2.034 -4.579 5.417
F -3.307 -3.379 4.143
C -1.083 -2.679 4.420
C -0.827 -2.166 5.676
C -0.012 -1.051 5.821
C 0.496 -0.478 4.681
N 0.265 -0.961 3.451
C -0.510 -2.054 3.305
S -0.732 -2.525 1.638
H -1.269 -2.639 6.544
H 0.219 -0.641 6.795
H 1.125 0.404 4.743
N 3.475 -0.607 2.631
C 3.591 -0.719 1.268
C 2.583 -0.321 0.416
C 2.657 -0.475 -1.058
C 4.039 -0.803 -1.523
C 5.046 -1.147 -0.678
C 4.830 -1.153 0.712
S 4.205 -1.075 -3.235
O 3.408 -2.214 -3.562
O 5.576 -1.018 -3.616
O 3.441 0.179 -3.821
H 4.182 -1.043 3.197
H 2.542 -0.645 3.006
H 1.840 0.349 0.841
H 2.060 -1.354 -1.352
H 6.011 -1.428 -1.085
H 5.633 -1.446 1.380
C 0.294 -3.067 -3.938
Ge 0.051 -3.077 -2.019
C 1.526 -3.788 -0.969
C -1.553 -4.045 -1.503
Ge -0.560 -0.713 -1.248
C 0.620 0.464 -2.305
C 2.035 0.727 -1.825
C 2.984 1.243 -2.895
C 2.332 2.281 -3.748
C 1.014 2.247 -3.943
C 0.148 1.244 -3.288
C -2.370 -0.528 -1.913
C -2.746 -1.068 -3.144
C -4.046 -0.916 -3.616
C -4.991 -0.233 -2.860
C -4.637 0.294 -1.627
C -3.338 0.135 -1.159
H -0.146 -3.994 -4.314
H 1.354 -3.031 -4.175
H -0.198 -2.218 -4.412
H 1.373 -4.867 -0.871
H 1.522 -3.348 0.027
H 2.486 -3.615 -1.459
H -1.583 -4.975 -2.081
H -2.467 -3.484 -1.696
H -1.503 -4.295 -0.441
H 1.955 1.569 -1.128
H 3.876 1.642 -2.415
H 2.965 2.997 -4.259
H 0.550 2.972 -4.601
H -0.881 1.151 -3.626
H -2.031 -1.609 -3.752
H -4.321 -1.339 -4.575
H -6.004 -0.126 -3.227
H -5.371 0.819 -1.025
H -3.088 0.499 -0.177
Te -1.595 1.292 2.263
C -2.939 2.771 1.590
C -3.638 3.380 2.628
C -4.507 4.427 2.347
C -4.672 4.862 1.040
C -3.978 4.243 0.007
C -3.116 3.189 0.274
C 0.147 2.372 1.744
C 0.269 2.962 0.485
C 1.396 3.721 0.190
C 2.414 3.855 1.126
C 2.304 3.244 2.372
C 1.165 2.519 2.688
H -3.507 3.050 3.651
H -5.052 4.900 3.154
H -5.345 5.683 0.824
H -4.109 4.578 -1.016
H -2.608 2.709 -0.548
H -0.499 2.837 -0.266
H 1.481 4.193 -0.783
H 3.294 4.444 0.889
H 3.097 3.347 3.104
H 1.065 2.081 3.673
```

Summary:
⟨S²⟩	0.9991
LUMO level (alpha / beta)	-0.1764 / -0.1881	Ha
net charge	+1
energy above the lowest of the compared OMol25 structures with the same formula, charge and spin	202.0	kJ/mol
2S+1	2

Entry 5:
# C3H7NO2

A single C3H7NO2 molecule in a non-equilibrium geometry (the ωB97M-V functional and the def2-TZVPD basis, the OMol25 dataset).

Structure (XYZ):
```
13
Properties=species:S:1:pos:R:3
C -2.305 0.063 -0.007
C 0.116 0.108 -0.024
C 2.448 0.038 0.009
H -2.368 0.694 -0.900
H -2.431 0.761 0.845
H -3.130 -0.668 0.006
H -0.935 -1.621 0.045
H 3.227 -0.713 -0.041
H 2.526 0.577 0.955
H 2.523 0.737 -0.837
N -1.034 -0.621 0.002
O 0.141 1.330 -0.012
O 1.222 -0.686 -0.043
```

Summary:
SMILES	CNC(=O)OC
LUMO level	0.0331	Ha
energy above the lowest of the compared OMol25 structures with the same formula, charge and spin	52.6	kJ/mol

Entry 6:
# C32H42N2O20S2

8 unconnected molecules or ions with the total composition C32H42N2O20S2 in a non-equilibrium geometry (the ωB97M-V functional and the def2-TZVPD basis, the OMol25 dataset).

Structure (XYZ):
```
98
Properties=species:S:1:pos:R:3
C 1.520 4.261 -3.008
C 1.322 2.799 -2.563
O 1.115 2.111 -3.794
S 0.838 3.067 -5.050
O -0.392 2.661 -5.637
O 2.002 3.180 -5.868
O 0.706 4.397 -4.176
H 2.542 4.425 -3.354
H 1.216 4.912 -2.193
H 0.455 2.612 -1.932
H 2.242 2.417 -2.123
C -1.242 2.318 3.069
C -0.383 3.475 3.488
O 0.122 4.005 2.273
S 0.054 2.955 1.026
O 1.377 2.670 0.559
O -0.901 3.429 0.064
O -0.609 1.780 1.927
H -2.256 2.652 2.819
H -1.354 1.494 3.775
H 0.417 3.188 4.172
H -0.997 4.265 3.920
C -4.230 2.241 -2.186
C -3.416 2.583 -3.283
C -3.902 2.361 -4.563
C -5.183 1.835 -4.757
C -5.958 1.495 -3.671
C -5.474 1.671 -2.394
N -5.730 1.727 -6.117
O -5.008 1.988 -7.041
O -6.852 1.282 -6.222
H -3.902 2.348 -1.160
H -2.401 2.949 -3.211
H -3.322 2.642 -5.433
H -6.977 1.226 -3.923
H -6.120 1.564 -1.533
C -1.223 -0.137 -2.730
C 0.024 -0.509 -3.213
C 1.079 -0.767 -2.378
C 0.917 -0.611 -1.013
C -0.338 -0.277 -0.514
C -1.437 -0.057 -1.350
N 2.017 -0.906 -0.085
O 1.874 -0.690 1.096
O 2.971 -1.492 -0.546
H -1.943 0.134 -3.491
H 0.175 -0.556 -4.283
H 2.044 -1.104 -2.735
H -0.390 -0.079 0.549
H -2.346 0.227 -0.841
O -2.042 -1.424 3.750
C -1.013 -1.775 4.250
O -0.703 -1.424 5.514
C 0.651 -1.835 5.840
C 0.969 -2.999 4.936
C 0.056 -2.726 3.721
H 0.856 -1.962 6.898
H 1.147 -0.916 5.501
H 0.677 -3.969 5.337
H 2.026 -3.011 4.682
H -0.439 -3.617 3.345
H 0.574 -2.216 2.904
O 4.854 -5.482 3.536
C 4.039 -5.309 2.685
O 2.816 -5.891 2.722
C 1.954 -5.281 1.762
C 2.729 -4.063 1.237
C 4.189 -4.404 1.465
H 0.985 -4.967 2.150
H 1.728 -5.976 0.948
H 2.411 -3.250 1.889
H 2.497 -3.908 0.185
H 4.782 -3.521 1.691
H 4.712 -4.941 0.674
O -4.231 0.257 0.805
C -4.729 0.796 1.749
O -5.477 1.921 1.637
C -6.210 2.176 2.824
C -5.792 1.074 3.836
C -4.569 0.431 3.182
H -7.294 2.214 2.744
H -5.850 3.147 3.182
H -6.654 0.416 3.954
H -5.521 1.442 4.823
H -4.520 -0.642 3.333
H -3.705 0.884 3.663
O 6.320 -1.713 0.584
C 6.582 -1.603 -0.577
O 7.703 -0.950 -0.958
C 7.921 -1.065 -2.361
C 6.753 -1.932 -2.904
C 5.742 -1.995 -1.781
H 8.891 -1.508 -2.574
H 7.829 -0.055 -2.765
H 7.100 -2.925 -3.186
H 6.296 -1.449 -3.767
H 5.270 -2.946 -1.545
H 4.941 -1.264 -1.884
```

Summary:
SMILES	O=[N+]([O-])c1ccccc1.O=[N+]([O-])c1ccccc1.O=S1(=O)OCCO1.O=S1(=O)OCCO1.O=C1CCCO1.O=C1CCCO1.O=C1CCCO1.O=C1CCCO1
LUMO level	-0.0242	Ha